1.
{"formula": "C6H12O6", "method": "the ωB97M-V functional and the def2-TZVPD basis", "e_homo_ev": -10.355, "spin_multiplicity": 1, "smiles": "C1OCOCO1.C1OCOCO1", "elements": ["C", "H", "C", "H", "C", "H", "O", "O", "H", "H", "O", "C", "O", "H", "O", "H", "H", "O", "H", "C", "H", "C", "H", "H"], "coordinates": [[3.49472, -4.16989, 1.48513], [-1.75015, 3.31730, -1.56542], [2.58894, -2.28295, 2.37748], [4.91972, -2.11714, 1.22613], [4.02445, -2.11855, 0.57503], [3.27881, -5.20122, 1.14576], [-4.68037, 2.23993, -1.21259], [3.75043, -3.44526, 0.31564], [-3.00822, 1.16933, -1.40555], [4.29190, -1.60059, -0.36606], [2.37144, -3.59902, 2.10854], [-4.09122, 3.26288, -0.41689], [2.83937, -1.62874, 1.19859], [1.70771, -1.85196, 2.89043], [-3.59732, 4.29888, -1.25971], [-3.24542, 2.97827, 0.23815], [4.54157, -4.14598, 1.84429], [-3.10311, 2.62864, -2.84503], [-2.24215, 4.47474, -2.83598], [-2.61812, 3.71044, -2.12890], [-4.90356, 3.64651, 0.22993], [-3.73629, 1.72174, -2.03021], [3.43402, -2.27043, 3.09242], [-4.26714, 0.98310, -2.66114]], "forces_ev_per_angstrom": [[0.3080, -0.2890, -1.7473], [-0.2063, 0.3849, 0.4421], [0.2834, 0.6408, 1.4502], [-0.3339, 0.5985, 0.3676], [-0.3091, -0.5982, 0.4038], [-0.2468, 0.6162, 0.5506], [-0.4371, 1.6137, 1.8198], [-0.0227, -0.6079, -2.5602], [0.2671, 0.1602, -0.1400], [-0.7426, -0.1262, 0.5826], [0.2125, -2.8626, 0.4810], [-0.8073, 0.8636, 0.1483], [1.1362, 2.2757, -0.7621], [0.3405, -0.2155, -0.6031], [0.3882, -0.8014, -0.4333], [-0.2582, -0.7618, -0.3948], [-0.7550, -0.0653, 2.0607], [-0.5419, 0.7103, -1.1236], [-0.5616, -0.3687, 0.4164], [0.7982, 0.6252, 0.4192], [0.5027, 0.0529, -0.5695], [0.3653, -2.9000, -0.6474], [0.1281, 0.6350, -0.2239], [0.4924, 0.4196, 0.0628]]}

---

2.
{"formula": "C23H48O5P4W", "method": "the ωB97M-V functional and the def2-TZVPD basis", "e_homo_ev": [-18.350, -18.332], "spin_multiplicity": 3, "s_squared": 2.0280, "total_charge": 4, "elements": ["C", "H", "H", "H", "C", "C", "H", "O", "H", "C", "H", "H", "C", "H", "C", "W", "H", "H", "C", "C", "H", "H", "H", "H", "C", "H", "H", "H", "H", "H", "H", "H", "H", "H", "O", "H", "C", "H", "H", "P", "C", "O", "C", "P", "H", "H", "H", "C", "C", "H", "H", "H", "C", "H", "H", "O", "H", "H", "H", "P", "C", "H", "H", "H", "C", "H", "H", "C", "H", "C", "C", "C", "H", "H", "H", "O", "H", "C", "C", "H", "P"], "coordinates": [[1.40218, 3.25596, -1.63832], [2.15966, -2.69493, 1.42821], [-0.14852, 1.68630, 4.60595], [-3.69090, -4.41110, 3.30721], [2.57048, -2.51873, 0.42378], [0.86246, 3.67987, 0.79599], [-1.87639, 2.49007, -3.22152], [-0.32267, -0.41278, 1.71315], [-1.04815, -3.73137, 1.87810], [-5.21570, -1.29435, 0.13941], [-1.71884, -2.20329, -4.03076], [-2.35938, -3.45244, 3.98972], [-0.23286, 0.49741, -1.93940], [5.12552, -1.39309, 2.24096], [4.80013, -0.92834, -0.80168], [1.33208, 1.95569, -0.11582], [-3.11632, -1.51985, -3.18216], [-3.35820, -0.48820, 4.80095], [-2.87106, -4.21798, -1.52996], [-0.34984, 0.80999, 1.73620], [-6.61618, -1.39816, -1.52172], [4.30042, -1.06218, -1.78115], [3.43976, 2.52366, -1.99711], [-0.79430, 1.06060, -5.96910], [-2.53044, 1.60919, -3.39747], [3.49305, -0.94045, 2.89017], [-2.58185, -5.90734, -2.79333], [-3.56885, 1.03226, 1.54582], [5.29575, 0.06421, -0.76570], [4.08470, 2.46751, 0.39486], [-0.51151, 4.06142, -0.90331], [-4.00854, 2.09703, 2.90074], [-6.57181, -2.83976, -0.45930], [-3.07000, 1.37627, -2.46643], [-4.12582, -1.88329, -0.61266], [-1.22081, -5.60948, -1.71442], [-2.42864, -1.37028, -4.01798], [-1.07640, 3.04038, 3.88993], [-3.64286, -3.76402, -2.16702], [-1.96839, 0.85819, 3.33872], [0.52069, 3.71500, -0.60177], [-0.35632, -0.67185, -1.61377], [-6.51478, -1.74674, -0.48825], [-2.60233, -2.01011, 0.01700], [0.15876, 3.92937, 1.56460], [5.52341, -1.73161, -0.61975], [-5.13726, -0.19798, 0.10434], [-3.17999, 1.72109, 2.30480], [-1.15490, 2.07277, 4.39682], [-5.14525, -1.63605, 1.18305], [4.57589, 0.34061, 2.20514], [-7.37042, -1.33868, 0.05721], [4.26355, -0.72427, 2.12790], [3.24157, -3.33361, 0.10190], [-2.88493, -1.36436, 3.31683], [-2.86373, -2.77284, 1.45447], [0.26620, -0.24099, -5.38441], [-2.68957, 2.57340, 1.80065], [1.08693, 3.19036, -2.65651], [-1.51171, 0.16493, -3.81798], [-2.60760, -4.25559, 3.28968], [-1.47147, -4.55197, -3.12561], [-3.00327, -1.36448, -4.95942], [-3.25464, 1.84087, -4.17850], [3.10348, 2.79007, 0.13600], [-2.34578, -4.78004, 1.22176], [1.73400, -2.40174, -0.29083], [2.20100, 3.25848, 1.14509], [0.37541, 1.40163, -4.67116], [-1.97677, -5.11775, -2.33627], [2.72112, 2.83822, -1.25616], [-0.30688, 0.64477, -5.08913], [2.53116, 3.27753, 2.17694], [-2.12699, -5.17681, 3.62577], [-3.35877, -4.78356, -0.72384], [-2.02463, -3.18293, -0.95277], [-1.69004, 2.21385, 5.33205], [-2.12763, -3.94222, 1.89860], [-2.54104, -0.67064, 4.07927], [-1.70669, -1.12594, 4.62779], [3.42467, -0.87002, 0.46057]], "forces_ev_per_angstrom": [[0.9067, 2.1531, -0.0591], [0.1452, -0.1350, -0.3448], [-0.1705, 0.1996, 0.2373], [0.1837, 0.0076, -0.0411], [-0.0978, 0.7609, -0.2742], [1.0052, 1.9600, -0.2582], [-0.3497, -0.5892, -0.2473], [0.6383, 5.1529, -0.4030], [-0.2312, -0.0540, -0.0732], [-0.1381, -0.0955, 0.1123], [-0.0646, 0.0177, -0.0862], [0.0293, -0.1927, -0.0155], [-0.9606, -6.3037, 1.0554], [-0.2419, 0.1288, -0.1372], [-1.0253, 0.7435, 0.1230], [-2.8148, -11.7329, 1.5710], [0.0114, 0.1585, 0.0957], [0.2160, 0.3744, -0.2699], [-0.1085, -0.4665, -0.0099], [-0.5086, -6.3729, 0.4299], [0.1674, -0.1314, 0.1426], [0.5080, 0.0470, 0.3852], [-0.0463, -0.2481, -0.0937], [-0.2856, -0.0018, -0.0779], [0.2266, -0.0711, 0.5374], [0.4953, 0.1233, -0.2160], [0.1195, 0.1441, -0.0383], [-0.0101, 0.0684, 0.1374], [-0.0895, -0.6645, -0.1738], [0.4730, -0.3490, 0.2183], [1.2729, -0.5349, 0.4829], [-0.1202, -0.0129, 0.2512], [-0.0737, 0.2167, -0.0723], [0.0231, 0.0999, -0.2912], [0.8924, -0.0485, 0.4409], [-0.1159, 0.1680, -0.0890], [0.4609, -0.1922, 0.3285], [-0.1075, -0.2615, -0.0591], [0.1761, -0.0312, 0.3432], [-0.6841, 2.1058, -0.2523], [-3.2055, 3.0097, -1.1995], [1.2399, 5.0667, -0.6230], [-0.1597, -0.0555, -0.0033], [-0.7199, -0.8848, -0.1583], [-0.2554, 0.1181, 0.0782], [-0.2387, 0.1572, 0.0923], [0.1114, -0.0926, 0.0127], [0.3705, -0.2861, -0.4724], [0.4656, -0.4770, -0.0922], [-0.0701, 0.1103, -0.2621], [0.0016, -0.7599, 0.2128], [0.1433, -0.0845, 0.0553], [-0.7985, 0.6762, -0.6520], [-0.2654, 0.3688, 0.2561], [-0.0533, -0.0757, -0.3310], [-0.0648, 0.6245, -0.6814], [-0.0007, 0.1722, -0.0406], [-0.1652, -0.3655, 0.3248], [-0.1570, 0.0225, -0.3667], [-0.2457, 2.1683, -0.7510], [-0.0208, -0.2143, 0.1240], [-0.0291, -0.1530, 0.0290], [0.2754, 0.2918, 0.0925], [-0.0346, -0.0698, -0.1371], [1.3059, 2.4267, -0.4153], [0.1690, 0.2767, 0.1647], [0.3689, -0.3777, 0.3181], [0.6865, 1.6540, 1.5293], [-0.2912, -0.2627, -0.1196], [0.0772, -0.3222, -0.0613], [1.6738, 1.0689, -1.2236], [0.2836, -0.6035, 0.4365], [-0.1088, -0.2764, -0.0171], [-0.0560, 0.1008, 0.1244], [-0.0035, 0.2724, -0.2026], [-0.3714, 1.0786, 0.2817], [-0.1476, -0.1053, 0.2146], [-0.1465, -0.2228, -0.1146], [0.6890, -0.0645, 0.1894], [-0.1243, 0.0489, -0.0516], [0.1660, -0.1001, 0.1308]]}

---

3.
{"formula": "C4H26NO13V", "method": "the ωB97M-V functional and the def2-TZVPD basis", "e_homo_ev": -10.121, "spin_multiplicity": 1, "elements": ["O", "O", "O", "O", "H", "O", "O", "H", "H", "H", "H", "V", "H", "O", "O", "H", "H", "H", "H", "C", "O", "H", "H", "C", "H", "H", "N", "H", "O", "H", "H", "C", "O", "H", "O", "H", "C", "H", "H", "H", "H", "H", "O", "H", "H"], "coordinates": [[4.07386, -2.25335, -0.83620], [-0.01885, 2.24944, 1.01849], [-2.78949, 1.70844, -2.25255], [1.12101, -3.17456, -3.23084], [1.73691, -0.76676, 1.76696], [-1.60779, -3.15955, -0.46645], [0.66705, 2.23008, -3.01205], [-1.83447, 1.69200, -2.12512], [0.20935, -2.89741, -3.37175], [-1.26763, -0.74028, 3.04923], [0.33739, 4.52496, 2.21161], [1.25283, 0.72804, -2.86482], [-1.96807, -0.05537, -0.30009], [0.48728, -1.48466, 0.28781], [-2.91257, -0.28667, -0.34088], [-2.02087, 3.35451, 2.52921], [1.47465, -2.54963, -2.57273], [3.03227, -3.71781, 0.06690], [-0.92758, 3.49002, -0.33004], [-2.15064, 3.28286, 1.44842], [2.29011, 0.47301, -4.07133], [-0.43465, -1.28022, 1.67462], [-3.14439, 1.08667, -1.58628], [0.72727, -0.76150, -0.73144], [-0.92482, -2.48074, -0.25669], [-2.59709, 2.35668, 1.08737], [-0.99162, -1.56972, 2.50878], [-0.51086, -2.16960, 3.17850], [1.60579, -1.04463, -1.60899], [1.58445, -3.36629, 0.38951], [-1.88187, -1.95278, 2.17456], [-0.02636, 4.66395, 1.18917], [2.22909, -0.78659, 2.59787], [3.27139, -1.82777, -1.21448], [2.20811, -4.10171, 0.42095], [-2.84186, 4.08736, 1.18300], [-0.78716, 3.41237, 0.75646], [-2.93223, -1.25900, -0.32517], [-1.34338, -3.95022, 0.01935], [-0.69726, 5.52274, 1.14748], [-0.06841, 1.64969, 0.25314], [3.06814, -1.20547, 2.37056], [0.10715, 0.35233, -0.94386], [0.86498, 4.89130, 0.60441], [4.33087, -2.91419, -1.49264]], "forces_ev_per_angstrom": [[-0.4474, 0.0371, -0.3464], [0.2426, -0.3128, 0.1102], [-0.1283, -0.1230, 0.2205], [0.0970, 0.1389, -0.0100], [0.2324, -0.0372, -0.0671], [-0.0217, 0.6774, 0.5088], [1.1584, -2.7373, 0.2479], [-0.0678, 0.0669, 0.0268], [0.0410, -0.1478, 0.0606], [0.2968, 0.0941, -0.2899], [-0.2249, 0.0981, 0.0824], [0.4339, 1.5022, -1.1356], [-0.1303, -0.0422, -0.1679], [0.0873, 0.2382, -0.4204], [0.3792, -0.5005, 0.6641], [-0.0355, -0.4828, 0.0515], [-0.3024, -0.3671, -0.3009], [-0.4143, 0.0037, 0.2221], [-0.2357, -0.0510, 0.0638], [0.2878, 0.4796, -0.5234], [-1.8982, 0.4286, 2.1519], [0.6504, -0.2321, -0.3885], [0.2445, 0.2703, -0.5006], [-0.7329, 0.6270, 1.2682], [-0.1275, -0.8023, -0.2203], [-0.1389, -0.1357, 0.4688], [-1.2951, 0.9408, 0.9481], [0.2285, -0.2753, -0.4996], [0.9423, 0.4507, -1.0672], [0.1091, 0.0852, -0.0963], [0.3395, -0.3892, 0.0160], [0.0243, -0.2648, 0.4590], [-0.1736, -0.0662, 0.0469], [0.5506, -0.2849, 0.2893], [0.1654, 0.0144, 0.0327], [0.1671, 0.0462, -0.1793], [-0.1187, 0.5626, -0.4430], [-0.0267, 0.2485, -0.2909], [0.0997, 0.0226, -0.2533], [0.0713, 0.0525, 0.0774], [0.0579, 0.2414, 0.3283], [-0.1078, -0.0124, 0.0217], [-0.1959, -0.0340, -0.8748], [-0.1408, -0.2264, -0.2954], [0.0575, 0.1977, 0.0040]]}